# C2H7N5

The molecule C2H7N5 (the ωB97M-V functional and the def2-TZVPD basis, the Open Molecules 2025 dataset).

XYZ file:
```
14
Properties=species:S:1:pos:R:3:lowdin_charge:R:1
N 0.46987 -0.38875 -0.09073 -0.154
N 0.12096 2.02401 0.08121 0.078
N -1.09499 0.66541 -1.32722 0.007
N -1.33354 -0.55149 -1.52371 -0.012
N -0.02016 0.82271 -0.62125 -0.264
C -0.24756 -1.35644 -0.88464 -0.207
C 0.24069 -0.51487 1.33799 -0.102
H 1.01802 -1.19472 1.80390 0.093
H 1.02837 2.05674 0.52266 0.075
H 0.37670 2.80143 -0.50772 0.080
H -0.89779 -0.80230 1.48759 0.128
H 0.64234 0.37124 1.90554 0.076
H 0.28506 -1.77556 -1.83701 0.136
H -0.58799 -2.15739 -0.34660 0.065
```

As for the charge: 0. As for the energy relative to the best compared isomer or geometry (same formula, charge and spin): 472.3 kJ/mol. The SMILES is CN1CN=NN1N. For the frontier orbital gap, the calculation gives 8.776 eV. For the highest occupied orbital energy, the calculation gives -0.289 Eh.